[1]
C16H30Cl2F3NiO8S3 as an isolated structure. Source: OMol25; level of theory: wB97M-V/def2-TZVPD.

Positions of all 63 atoms, in Å:
Ni (0.52, -1.71, -0.92)
C (-1.14, 1.43, -1.41)
O (-2.35, 1.18, -0.73)
O (-0.49, 0.20, -1.45)
C (-1.31, 2.25, -2.81)
F (-2.01, 1.67, -3.71)
F (-1.88, 3.41, -2.57)
F (-0.15, 2.66, -3.30)
C (-3.01, 2.34, -0.16)
C (-3.83, 1.96, 1.08)
H (-4.40, 2.69, 1.66)
H (-4.46, 1.17, 0.65)
H (-3.17, 1.56, 1.86)
H (-3.59, 2.81, -0.96)
H (-2.38, 3.15, 0.20)
H (-0.54, 2.17, -0.88)
Cl (2.25, -3.30, 0.05)
Cl (-0.83, -3.45, -1.94)
C (4.50, 1.70, -2.80)
C (5.33, 0.45, -3.10)
C (4.45, -0.73, -3.67)
S (2.71, -0.29, -3.21)
O (2.12, -1.22, -2.27)
O (1.94, 0.12, -4.35)
C (3.23, 1.19, -2.13)
H (4.26, 2.28, -3.69)
H (5.09, 2.46, -2.28)
H (5.92, 0.13, -2.24)
H (6.11, 0.62, -3.84)
H (4.53, -1.68, -3.13)
H (4.42, -0.96, -4.73)
H (3.54, 0.83, -1.15)
H (2.62, 2.07, -1.96)
C (0.63, 2.15, 3.34)
C (0.90, 0.83, 4.14)
C (1.62, -0.17, 3.14)
S (1.75, 0.61, 1.47)
O (1.43, -0.41, 0.45)
O (2.98, 1.37, 1.43)
C (0.33, 1.86, 1.92)
H (1.43, 2.88, 3.34)
H (-0.19, 2.62, 3.89)
H (0.12, 0.46, 4.80)
H (1.79, 1.09, 4.72)
H (1.04, -1.10, 3.08)
H (2.58, -0.51, 3.52)
H (-0.54, 1.22, 2.00)
H (0.22, 2.72, 1.25)
C (-3.89, -3.04, 0.33)
C (-3.69, -4.08, 1.34)
C (-2.18, -3.99, 1.68)
S (-1.78, -2.15, 1.77)
O (-0.70, -1.91, 0.85)
O (-1.72, -1.67, 3.01)
C (-3.34, -1.66, 0.86)
H (-4.85, -3.13, -0.18)
H (-3.34, -3.30, -0.57)
H (-3.99, -5.07, 1.00)
H (-4.29, -3.94, 2.23)
H (-1.59, -4.26, 0.81)
H (-1.78, -4.56, 2.52)
H (-3.08, -0.89, 0.13)
H (-3.90, -1.14, 1.63)

As for the HOMO-LUMO gap (spin up / spin down): 7.27 / 7.25 eV. Its LUMO energy (spin up / spin down) is 2.338 / 2.338 eV. Its spin multiplicity is 3. The calculation puts the energy above the lowest of the compared OMol25 structures with the same formula, charge and spin at 299.52 kJ/mol. The highest occupied orbital energy (spin up / spin down) comes out at -4.93 / -4.91 eV. As for the charge: -1.

Atomic partial charges in e from the natural (NBO) method, atoms 1 to 6:
1. Ni 1.544
2. C 0.358
3. O -0.554
4. O -0.965
5. C 0.912
6. F -0.304

[2]
A 8-piece molecular cluster, C16H30ClO19 overall. Source: OMol25; level of theory: wB97M-V/def2-TZVPD.

Positions of all 66 atoms, in Å:
Cl (14.02, -7.02, 25.27)
O (13.08, -7.39, 24.29)
O (13.56, -5.89, 26.07)
O (14.31, -8.15, 26.05)
O (15.22, -6.50, 24.72)
O (10.35, -8.20, 23.86)
H (10.90, -7.50, 24.22)
H (10.28, -7.99, 22.93)
O (15.95, -10.08, 28.23)
H (16.83, -9.73, 28.34)
H (15.63, -9.69, 27.42)
O (11.83, -10.58, 24.91)
H (12.61, -10.13, 24.57)
H (12.13, -11.02, 25.70)
C (11.41, -2.56, 25.82)
C (11.92, -3.20, 24.55)
C (11.26, -4.43, 24.02)
O (10.82, -4.02, 22.73)
C (11.17, -2.79, 22.46)
O (10.77, -2.14, 21.45)
O (11.85, -2.27, 23.48)
H (11.77, -3.10, 26.70)
H (10.32, -2.48, 25.80)
H (11.73, -1.53, 25.92)
H (12.97, -3.39, 24.77)
H (10.51, -4.85, 24.68)
H (12.01, -5.22, 24.11)
C (14.84, -4.64, 21.95)
C (14.67, -3.45, 20.91)
C (15.20, -2.17, 21.51)
O (15.88, -1.52, 20.45)
C (16.11, -2.40, 19.46)
O (16.89, -2.17, 18.53)
O (15.56, -3.58, 19.84)
H (14.25, -4.41, 22.84)
H (15.88, -4.75, 22.28)
H (14.57, -5.55, 21.42)
H (13.64, -3.39, 20.54)
H (15.95, -2.22, 22.31)
H (14.39, -1.51, 21.81)
C (15.15, -3.87, 29.73)
C (15.89, -4.95, 28.94)
C (16.70, -4.40, 27.83)
O (18.03, -4.80, 28.23)
C (18.04, -5.77, 29.21)
O (19.02, -6.41, 29.69)
O (16.80, -5.73, 29.72)
H (14.47, -4.47, 30.34)
H (14.40, -3.33, 29.16)
H (15.77, -3.16, 30.28)
H (15.17, -5.56, 28.40)
H (16.69, -3.32, 27.72)
H (16.46, -4.87, 26.87)
C (18.29, -9.30, 23.91)
C (18.87, -7.88, 23.72)
C (18.45, -6.83, 24.72)
O (19.64, -6.24, 25.08)
C (20.73, -6.90, 24.61)
O (21.89, -6.57, 24.78)
O (20.31, -7.87, 23.89)
H (17.20, -9.27, 23.88)
H (18.44, -9.65, 24.93)
H (18.70, -10.02, 23.20)
H (18.66, -7.51, 22.72)
H (17.90, -7.31, 25.54)
H (17.68, -6.24, 24.24)

As for the HOMO-LUMO gap (spin up / spin down): 10.38 / 3.70 eV. Its LUMO energy (spin up / spin down) is -0.725 / -7.403 eV. Its spin multiplicity is 2. The highest occupied orbital energy (spin up / spin down) comes out at -11.10 / -11.10 eV.

Atomic partial charges in e from the natural (NBO) method, atoms 1 to 6:
1. Cl 2.521
2. O -0.737
3. O -0.510
4. O -0.716
5. O -0.558
6. O -0.917

Total energy list, top to bottom, in eV: -140204.192; -68490.719